Density functional theory data (the ωB97M-V functional and the def2-TZVPD basis) for a molecular structure, C32H61F5GaO19S.

The geometry in XYZ format:
```
119
Properties=species:S:1:pos:R:3:lowdin_charge:R:1
C 0.1471 -3.3163 4.0394 -0.023
C -0.4497 -2.3989 2.7760 -0.275
O -1.6944 -1.9028 2.9547 -0.023
O 0.3388 -2.1138 1.5645 -0.127
C 0.4845 -3.3470 0.7264 -0.160
C -0.2691 -3.1923 -0.7526 -0.155
C -1.6635 -4.1117 -0.8423 -0.191
C -2.8856 -3.0422 -0.4421 -0.202
C -4.3823 -3.7057 -0.5185 -0.212
C -5.2944 -3.5304 0.8317 -0.225
C -5.2950 -2.0268 1.4840 -0.287
C -6.1997 -0.9189 0.6834 -0.334
Ga -5.1293 0.4886 -0.3856 0.327
S -3.4621 1.5473 0.8831 0.645
O -3.9054 3.0139 1.1080 -0.451
O -3.4523 0.8028 2.2386 -0.441
C -1.8955 1.3980 -0.1278 -0.292
F -1.9722 2.4792 -1.1809 -0.042
F -1.8933 0.1168 -0.8706 -0.036
C -0.5008 1.6639 0.6879 -0.136
F 0.5516 0.8269 -0.0008 -0.004
F -0.4990 1.2250 2.1017 0.047
F 0.0094 3.0772 0.5775 0.006
H -0.7279 -3.5245 4.8138 0.090
H 0.5103 -4.3725 3.6720 0.080
H 0.9852 -2.7377 4.6503 0.098
H 0.0754 -4.2382 1.3647 0.113
H 1.6307 -3.4944 0.4898 0.127
H 0.4943 -3.4735 -1.6093 0.109
H -0.5343 -2.0509 -0.8466 0.103
H -1.8200 -4.5877 -1.9007 0.109
H -1.5912 -4.8794 0.0385 0.099
H -2.5831 -2.6075 0.6015 0.101
H -2.8449 -2.2189 -1.3051 0.100
H -4.2370 -4.8588 -0.7281 0.099
H -5.0112 -3.2946 -1.4442 0.115
H -4.9315 -4.2836 1.6823 0.105
H -6.4029 -3.8667 0.5724 0.110
H -4.2106 -1.6276 1.6684 0.070
H -5.7868 -2.1366 2.5666 0.095
H -6.8959 -1.4931 -0.0893 0.057
H -6.9054 -0.3510 1.4459 0.053
H -4.4478 -0.2299 -1.6714 -0.081
H -6.0481 1.6777 -1.0024 -0.087
C -0.3119 6.0297 -1.9079 -0.061
C -1.0053 4.9296 -2.6925 -0.215
O -1.7307 5.4654 -3.8049 0.032
C -0.9816 5.8352 -4.8731 -0.548
O 0.2355 5.7404 -4.9641 0.093
O -1.8074 6.3536 -5.8141 -0.007
C -1.1270 6.8780 -6.9522 -0.054
H -1.0284 6.8018 -1.6108 0.083
H 0.1671 5.6244 -1.0129 0.073
H 0.4555 6.5259 -2.5113 0.071
H -1.7399 4.4342 -2.0460 0.110
H -0.2996 4.1608 -3.0254 0.128
H -0.4560 6.1343 -7.3924 0.088
H -0.5747 7.7795 -6.6707 0.097
H -1.8765 7.1508 -7.7003 0.093
C 2.3713 2.9724 2.5666 -0.056
C 2.8541 1.5370 2.6830 -0.208
O 4.2202 1.4832 3.1092 0.006
C 4.4358 1.7239 4.4262 -0.542
O 3.5752 1.9678 5.2621 0.109
O 5.7705 1.6753 4.6556 -0.032
C 6.1385 2.0158 5.9904 -0.049
H 3.0374 3.5519 1.9199 0.087
H 1.3580 3.0084 2.1587 0.048
H 2.3652 3.4706 3.5418 0.079
H 2.8129 1.0619 1.6952 0.122
H 2.2173 0.9467 3.3507 0.126
H 5.5972 1.4064 6.7203 0.097
H 5.9572 3.0806 6.1645 0.099
H 7.2085 1.8232 6.1075 0.093
C 7.0291 -0.0366 2.3901 -0.069
C 7.9349 -0.4557 1.2452 -0.213
O 9.3103 -0.4486 1.6440 0.023
C 9.7050 -1.4919 2.4151 -0.548
O 8.9986 -2.4226 2.7806 0.102
O 11.0097 -1.3154 2.7358 -0.010
C 11.5200 -2.2974 3.6350 -0.057
H 7.3444 0.9289 2.7977 0.080
H 5.9914 0.0394 2.0553 0.075
H 7.0704 -0.7564 3.2144 0.081
H 7.8399 0.2686 0.4271 0.125
H 7.6543 -1.4348 0.8422 0.124
H 11.3467 -3.3100 3.2586 0.096
H 11.0655 -2.1680 4.6217 0.098
H 12.5988 -2.1449 3.7282 0.092
C 1.3632 2.9559 -8.4928 -0.065
C 2.3933 3.2057 -9.5807 -0.219
O 1.9804 2.6322 -10.8262 0.021
C 1.0198 3.3136 -11.4983 -0.548
O 0.4970 4.3605 -11.1387 0.101
O 0.7166 2.6238 -12.6247 -0.008
C -0.3600 3.1854 -13.3720 -0.055
H 1.1401 1.8876 -8.4111 0.083
H 1.7235 3.3199 -7.5272 0.083
H 0.4174 3.4602 -8.7169 0.071
H 3.3350 2.7157 -9.3045 0.123
H 2.6089 4.2731 -9.6992 0.124
H -0.1787 4.2400 -13.6002 0.095
H -1.2969 3.0640 -12.8203 0.100
H -0.4405 2.6382 -14.3154 0.093
C -6.7218 -7.2142 7.0772 -0.074
C -7.1070 -5.8500 7.6228 -0.224
O -6.0152 -4.9281 7.5297 0.018
C -5.7701 -4.4289 6.2929 -0.548
O -6.3992 -4.6895 5.2756 0.104
O -4.6917 -3.6118 6.3689 -0.009
C -4.2656 -3.1012 5.1076 -0.045
H -5.8157 -7.5836 7.5674 0.080
H -7.5293 -7.9347 7.2304 0.076
H -6.5045 -7.1672 6.0050 0.075
H -7.3507 -5.9438 8.6881 0.121
H -7.9956 -5.4485 7.1237 0.124
H -5.0878 -2.6099 4.5787 0.081
H -3.8451 -3.9105 4.5032 0.098
H -3.4815 -2.3607 5.2881 0.094
```

## Properties
- E_LUMO (eV) = 1.84
- frontier orbital gap (eV) = 7.6
- total charge = -1



Density functional theory data (the ωB97M-V functional and the def2-TZVPD basis) for 11 unconnected molecules or ions with the total composition C32H61N5O6S6.

The geometry in XYZ format:
```
110
Properties=species:S:1:pos:R:3:lowdin_charge:R:1
C 2.6335 0.9507 5.3816 -0.263
S 2.0463 -0.7376 5.3010 0.858
O 1.6752 -0.9979 3.8866 -0.566
C 3.6267 -1.5777 5.5303 -0.246
H 1.7532 1.5922 5.4102 0.046
H 3.2637 1.1917 4.5260 0.064
H 3.1848 1.1180 6.3074 0.054
H 3.4011 -2.5477 5.9692 0.048
H 4.2280 -1.0573 6.2773 0.051
H 4.1215 -1.6129 4.5648 0.053
C 4.3186 -5.3240 2.6534 -0.276
S 3.0304 -5.0290 1.4335 0.804
O 1.9451 -5.9855 1.7335 -0.554
C 2.4994 -3.4701 2.1485 -0.284
H 4.6092 -6.3673 2.5615 0.048
H 3.9515 -5.1227 3.6620 0.049
H 5.1615 -4.6551 2.4752 0.051
H 1.8423 -2.9066 1.4894 0.027
H 3.3242 -2.8053 2.4125 0.042
H 1.9784 -3.7213 3.0740 0.055
C -1.3065 6.3883 -1.0628 -0.271
S -0.7799 5.0496 -2.1375 0.783
O -1.6041 3.8534 -1.8411 -0.549
C -1.4757 5.7485 -3.6394 -0.264
H -1.1015 6.1026 -0.0340 0.032
H -2.3917 6.4949 -1.1511 0.062
H -0.8092 7.3018 -1.3810 0.053
H -1.2171 6.8059 -3.7273 0.051
H -2.5542 5.6327 -3.5421 0.060
H -1.0637 5.2433 -4.5082 0.050
C 5.8546 5.1274 -0.9937 -0.281
S 6.0568 4.2899 0.5738 0.805
O 6.2537 5.3300 1.6148 -0.562
C 4.3448 3.7437 0.7076 -0.266
H 5.5939 4.3950 -1.7594 0.060
H 6.8221 5.5387 -1.2824 0.049
H 5.1206 5.9248 -0.8943 0.055
H 3.7154 4.3609 0.0725 0.032
H 4.0373 3.8249 1.7481 0.047
H 4.2553 2.7035 0.3900 0.048
C -2.5126 -0.6550 -5.9842 -0.250
S -1.1439 -0.6958 -4.8181 0.766
O -0.0215 0.0483 -5.4350 -0.542
C -1.9038 0.2302 -3.5039 -0.259
H -2.3674 -1.4547 -6.7075 0.042
H -2.4550 0.2952 -6.5184 0.057
H -3.4534 -0.7468 -5.4443 0.049
H -1.0429 0.5293 -2.8976 0.024
H -2.5825 -0.3507 -2.8889 0.028
H -2.3334 1.1862 -3.8122 0.071
C -7.4148 -0.8939 -1.7085 -0.273
S -5.6674 -1.2143 -1.9736 0.811
O -5.1182 -0.0320 -2.6894 -0.552
C -5.1760 -1.0257 -0.2551 -0.249
H -7.5624 0.1590 -1.4537 0.061
H -7.8061 -1.4744 -0.8737 0.047
H -7.9711 -1.0996 -2.6204 0.046
H -5.9477 -1.3843 0.4207 0.051
H -4.9993 0.0333 -0.0474 0.069
H -4.2136 -1.5090 -0.0969 0.011
N 0.7962 -0.0180 1.3935 0.035
C -0.1642 -0.8577 0.9275 -0.145
C -0.7864 -0.2686 -0.1457 -0.106
C -0.0879 0.9499 -0.3812 -0.119
C 0.8974 1.0587 0.5602 -0.138
H 1.3611 -0.2148 2.2099 0.083
H -0.4183 -1.7484 1.4789 0.091
H -1.5866 -0.7200 -0.7083 0.076
H -0.2698 1.6831 -1.1535 0.075
H 1.6584 1.8064 0.7085 0.094
N -2.8823 -4.8347 2.3948 0.018
C -2.3342 -3.7245 1.8087 -0.159
C -2.9628 -2.6240 2.3286 -0.123
C -3.9177 -3.0894 3.2734 -0.107
C -3.8135 -4.4595 3.3237 -0.140
H -2.5930 -5.7876 2.2611 0.149
H -1.5642 -3.8699 1.0695 0.111
H -2.7108 -1.6021 2.0971 0.085
H -4.6357 -2.5250 3.8458 0.087
H -4.4453 -5.2000 3.7839 0.104
N 2.0531 6.1728 2.3942 0.017
C 1.6956 5.2616 3.3469 -0.134
C 1.0705 4.2233 2.7005 -0.111
C 0.9174 4.5879 1.3382 -0.123
C 1.5797 5.7746 1.1738 -0.162
H 2.5010 7.0574 2.5548 0.148
H 2.0584 5.3573 4.3559 0.106
H 0.6619 3.3536 3.1910 0.089
H 0.4732 4.0185 0.5367 0.080
H 1.7221 6.4070 0.3130 0.111
N -3.4934 -4.3578 -3.5407 0.011
C -4.1028 -4.3340 -2.3196 -0.161
C -3.2166 -3.8047 -1.4297 -0.130
C -2.0362 -3.4667 -2.1440 -0.101
C -2.2209 -3.8565 -3.4392 -0.142
H -3.8181 -4.8809 -4.3351 0.144
H -5.0797 -4.7596 -2.1686 0.108
H -3.4219 -3.5384 -0.4056 0.060
H -1.1411 -3.0178 -1.7399 0.087
H -1.6272 -3.7898 -4.3342 0.099
N 1.8636 -1.4247 -1.8707 0.038
C 1.8771 -2.2195 -2.9835 -0.128
C 3.0813 -2.8765 -3.0122 -0.108
C 3.7826 -2.5316 -1.8209 -0.121
C 3.0187 -1.6033 -1.1696 -0.162
H 1.1712 -0.7345 -1.6201 0.104
H 1.0715 -2.2102 -3.6987 0.079
H 3.3991 -3.5891 -3.7550 0.087
H 4.7763 -2.8665 -1.5732 0.085
H 3.1908 -1.0454 -0.2632 0.098
```

## Properties
- E_LUMO (eV) = 0.26
- frontier orbital gap (eV) = 7.8
- total charge = 0



Density functional theory data (the ωB97M-V functional and the def2-TZVPD basis) for a molecular structure, C32H62BN2O12PtS6.

The geometry in XYZ format:
```
116
Properties=species:S:1:pos:R:3:lowdin_charge:R:1
Pt -12.9373 6.9187 -0.8239 1.256
B -12.4215 8.2676 -2.6748 -0.469
H -12.4675 8.7709 -1.6582 -0.016
H -11.4769 7.6311 -2.7920 -0.041
H -13.2221 7.4442 -2.5766 -0.028
H -12.6646 8.8949 -3.6056 0.025
C -6.9604 7.7146 -0.4202 -0.203
C -7.6465 7.1731 -1.6548 -0.213
C -8.8001 8.1417 -2.0070 -0.192
S -9.5890 8.5099 -0.4061 0.718
O -10.7255 7.6169 -0.1952 -0.429
O -9.7317 9.9190 -0.2578 -0.315
C -8.0693 7.9905 0.5904 -0.166
H -6.4049 8.6235 -0.6549 0.122
H -6.2288 7.0155 -0.0162 0.123
H -8.0338 6.1539 -1.5920 0.098
H -6.9411 7.1009 -2.4865 0.121
H -9.5792 7.8351 -2.6965 0.066
H -8.3047 9.0641 -2.3122 0.097
H -8.4701 7.1515 1.1627 0.105
H -7.9527 8.7732 1.3383 0.102
C -16.9091 2.8147 -3.0420 -0.194
C -17.6401 3.6874 -1.9949 -0.195
C -16.6738 3.9598 -0.7986 -0.169
S -14.9755 3.8941 -1.5247 0.748
O -14.2417 2.7733 -0.9772 -0.300
O -14.3448 5.2155 -1.5540 -0.438
C -15.5824 3.5172 -3.2120 -0.220
H -17.4750 2.8079 -3.9713 0.123
H -16.6479 1.7987 -2.7445 0.124
H -18.5371 3.1385 -1.7020 0.117
H -18.0561 4.5835 -2.4545 0.109
H -16.8898 3.1997 -0.0523 0.109
H -16.9083 4.9420 -0.3973 0.073
H -14.7340 3.0290 -3.6920 0.092
H -15.6802 4.4774 -3.7241 0.087
C -16.7083 10.6680 -1.8615 -0.213
C -16.9392 9.9061 -3.1876 -0.185
C -16.1025 8.6374 -3.0008 -0.192
S -16.3819 8.1008 -1.2403 0.750
O -15.0778 7.7397 -0.7031 -0.436
O -17.4470 7.1267 -1.2500 -0.305
C -16.8988 9.7628 -0.6639 -0.177
H -17.3405 11.5579 -1.8617 0.126
H -15.7133 11.1160 -1.9306 0.104
H -16.5496 10.4962 -4.0170 0.114
H -17.9811 9.7199 -3.4478 0.120
H -15.0504 8.9226 -3.0345 0.072
H -16.3239 7.7376 -3.5704 0.091
H -16.2230 9.9751 0.1614 0.097
H -17.9534 9.7622 -0.3968 0.114
C -12.2108 3.7335 -4.6626 -0.217
C -11.0074 4.4930 -5.2485 -0.200
C -10.6655 5.5128 -4.1810 -0.190
S -10.8350 4.6057 -2.5943 0.754
O -11.6631 5.4006 -1.7001 -0.453
O -9.5254 4.2228 -2.1241 -0.292
C -11.7137 3.2006 -3.3152 -0.191
H -12.5769 2.9621 -5.3391 0.129
H -13.0478 4.4138 -4.4717 0.096
H -11.2351 4.9042 -6.2290 0.105
H -10.2281 3.7479 -5.4303 0.125
H -11.4204 6.2939 -4.1931 0.069
H -9.6438 5.8495 -4.3440 0.117
H -12.3376 2.6143 -2.6467 0.096
H -10.8466 2.5918 -3.5931 0.108
C -13.9448 10.4047 3.9908 -0.197
C -13.0791 11.4502 3.2716 -0.234
C -12.6755 10.9082 1.9080 -0.197
S -12.2855 9.1689 2.2431 0.719
O -10.8893 8.9673 2.5436 -0.308
O -12.8802 8.3437 1.2010 -0.418
C -13.2182 9.0747 3.8287 -0.191
H -14.9300 10.4063 3.5244 0.116
H -14.0060 10.6821 5.0403 0.120
H -12.1709 11.7065 3.8282 0.123
H -13.5650 12.4191 3.1480 0.122
H -11.9237 11.4106 1.3094 0.110
H -13.6642 10.8994 1.4371 0.102
H -12.4771 8.8896 4.6040 0.108
H -13.8328 8.1777 3.7645 0.103
C -9.1098 11.5776 -5.3063 -0.193
C -7.9650 10.5618 -5.3660 -0.231
C -8.0102 9.9033 -6.7260 -0.230
S -9.7556 9.7093 -7.1236 0.689
O -10.0890 8.3289 -6.8207 -0.358
O -10.0612 10.2716 -8.4144 -0.305
C -10.3235 10.7502 -5.7094 -0.219
H -8.9140 12.3491 -6.0509 0.124
H -9.1534 11.9376 -4.2808 0.115
H -8.0911 9.8304 -4.5625 0.097
H -6.9886 11.0052 -5.1638 0.121
H -7.4920 8.9653 -6.9136 0.107
H -7.6213 10.5659 -7.5048 0.108
H -10.7778 10.1567 -4.9061 0.082
H -11.2933 11.2251 -5.9001 0.105
N -14.4604 6.8719 -5.4886 0.022
C -15.4341 6.0931 -6.0563 -0.157
C -14.9537 5.6234 -7.2706 -0.088
C -13.5838 5.9746 -7.3188 -0.103
C -13.3867 6.9285 -6.3458 -0.122
H -14.5009 7.5296 -4.7303 0.092
H -16.4187 5.9575 -5.6375 0.099
H -15.4898 4.9619 -7.9308 0.095
H -12.8744 5.6347 -8.0566 0.101
H -12.5580 7.5681 -6.0817 0.099
N -12.4338 11.2240 -2.6542 0.032
C -13.3446 11.9216 -3.3941 -0.192
C -13.2916 13.2667 -3.1517 -0.107
C -12.2345 13.4493 -2.2312 -0.102
C -11.6883 12.2052 -2.0090 -0.133
H -12.2203 10.2258 -2.7165 0.032
H -14.0307 11.4220 -4.0675 0.104
H -13.9691 13.9543 -3.6303 0.095
H -11.9200 14.3603 -1.7493 0.092
H -10.8077 11.8878 -1.4716 0.089
```

## Properties
- E_LUMO (spin up / spin down) (eV) = -1.90 / -3.99
- frontier orbital gap (spin up / spin down) (eV) = 8.2 / 6.1
- total charge = +1
- 2S+1 = 3



Energy relative to the best compared isomer or geometry (same formula, charge and spin) / kcal/mol: 123.2 0.0 25.1